Record 1
88
Properties=species:S:1:pos:R:3:lowdin_spin:R:1 method="wB97M-V/def2-TZVPD" spin_multiplicity=5 molar_mass_g_mol=640.75 total_charge=+1 total_energy_ev=-98219.785 de_lowest_ev=2.975
Fe -0.78073 -1.59492 -0.10707 2.681
N -0.33739 -0.97436 1.99791 0.042
C 0.82116 -1.22530 2.89546 0.004
C 2.00569 -0.35585 2.52293 0.000
N 2.59276 -0.75217 1.25114 0.001
H -0.39376 0.03549 1.87265 0.001
H -1.19012 -1.22091 2.49603 0.001
H 1.09712 -2.27573 2.83108 0.000
H 0.53672 -1.00652 3.92861 0.002
H 2.75577 -0.47348 3.30649 0.000
H 1.69418 0.70182 2.55304 0.000
H 2.00310 -0.45581 0.47561 0.001
H 3.47875 -0.27689 1.12459 0.000
C -3.24907 2.40812 -1.13502 0.009
Si -2.23158 1.60272 0.21095 0.034
C -0.44373 2.02863 0.00123 0.000
C -2.78099 2.11069 1.92915 0.014
N -2.46029 -0.20457 0.13563 0.432
C -3.69424 -0.71696 0.19306 0.040
C -4.92210 0.00298 0.33391 0.124
C -6.13193 -0.64579 0.38585 -0.007
C -6.20707 -2.03708 0.29959 0.176
C -5.04631 -2.79667 0.16375 -0.013
C -3.86086 -2.12746 0.11918 0.123
F -2.70233 -2.83927 -0.01270 0.047
H -2.77921 3.36156 -1.38253 0.001
H -4.28776 2.60852 -0.87585 0.001
H -3.23506 1.80396 -2.04382 0.000
H -0.37082 2.94433 -0.59132 0.000
H 0.13381 1.26432 -0.51486 0.000
H 0.04028 2.22593 0.96162 0.000
H -2.65044 3.18960 2.03967 0.001
H -2.16112 1.63737 2.69451 0.000
H -3.82020 1.87761 2.15629 0.001
H -4.89658 1.07789 0.40268 0.005
H -7.04013 -0.06952 0.49328 -0.003
H -7.16687 -2.53233 0.33669 0.009
H -5.06904 -3.87486 0.09303 -0.003
O 0.36481 -0.83052 -0.91370 0.268
S 3.11523 1.84903 -0.88080 -0.001
C 3.13236 3.50156 -0.13375 0.000
C 3.12241 3.35043 1.36358 0.000
C 4.19071 2.74173 2.01911 0.000
C 4.18800 2.60608 3.39873 0.000
C 3.11741 3.08076 4.14494 0.000
C 2.05216 3.69342 3.50226 0.000
C 2.05542 3.82339 2.11993 0.000
C 2.98231 2.28891 -2.63648 0.000
C 1.59539 2.69596 -3.03781 0.000
C 0.64056 1.72437 -3.32738 0.000
C -0.64565 2.08695 -3.68675 0.000
C -1.00318 3.42883 -3.74593 0.000
C -0.06284 4.40272 -3.44786 0.000
C 1.23164 4.03606 -3.10155 0.000
H 2.25558 4.05925 -0.46514 0.000
H 4.03000 4.02533 -0.46799 0.000
H 5.03531 2.38484 1.44090 0.000
H 5.03059 2.14189 3.89495 0.000
H 3.12159 2.98611 5.22275 0.000
H 1.22320 4.08429 4.07824 0.000
H 1.23190 4.32147 1.62165 0.000
H 3.28346 1.38446 -3.16550 0.000
H 3.71280 3.06527 -2.86682 0.000
H 0.90776 0.67603 -3.25807 -0.001
H -1.37066 1.32006 -3.93005 0.000
H -2.00603 3.71383 -4.03736 0.000
H -0.32945 5.45009 -3.50301 0.000
H 1.97078 4.80202 -2.89642 0.000
C 1.32105 -3.61141 0.26964 0.000
C 2.16612 -4.79123 -0.25014 0.000
N 1.36609 -5.62862 -1.13699 0.000
C 1.07110 -4.86891 -2.34618 0.001
C 0.47081 -3.49140 -1.98683 0.008
N 0.08053 -3.47458 -0.55091 -0.002
C -0.74962 -4.68039 -0.28753 0.000
C 0.11431 -5.95565 -0.46625 -0.001
H 1.86784 -2.67287 0.25072 0.000
H 0.99051 -3.78638 1.29493 0.000
H 2.53613 -5.39539 0.57915 0.000
H 3.03219 -4.43368 -0.80856 0.000
H 0.38184 -5.45359 -2.95745 0.000
H 1.99232 -4.74480 -2.91570 0.000
H -0.42129 -3.27068 -2.57667 0.002
H 1.17251 -2.67287 -2.12761 0.002
H -1.58151 -4.67264 -0.99291 0.000
H -1.15597 -4.60917 0.72229 0.000
H -0.42627 -6.69584 -1.05773 0.000
H 0.34811 -6.40966 0.49768 0.000

***

Record 2
99
Properties=species:S:1:pos:R:3:mulliken_charge:R:1 method="wB97M-V/def2-TZVPD" molar_mass_g_mol=1065.77 total_charge=+1 total_energy_ev=-170265.686 de_lowest_ev=0.000
Pb -0.12767 1.80630 0.34358 1.966
C -2.69492 2.40535 5.37101 -2.139
C -1.61515 2.36237 4.28914 1.721
O -0.33565 2.67885 4.85523 -0.703
P -1.81316 3.72066 3.10370 0.246
O -3.33410 3.77389 2.65185 -0.468
O -1.67814 5.03022 3.99257 -0.590
O -0.92030 3.66095 1.92935 -0.620
P -1.44282 0.64768 3.59430 0.477
O -2.93207 0.03666 3.58060 -0.601
O -0.58662 -0.03526 4.60024 -0.906
O -1.02157 0.69529 2.14499 -0.153
H -2.70050 3.37971 5.85991 0.434
H -2.46799 1.65118 6.12562 0.464
H -3.68232 2.18719 4.96208 0.367
H 0.04172 1.82755 5.14129 0.469
H -3.95986 3.98030 3.35644 0.317
H -0.79860 5.13181 4.37999 0.392
H -3.05617 -0.51180 4.36392 0.347
C -3.46165 5.85421 -1.32910 -0.834
C -2.91584 5.93726 -2.60216 -0.748
C -2.29641 4.82962 -3.15839 -0.634
C -2.19738 3.63038 -2.45727 -0.021
C -2.77316 3.56402 -1.19293 0.611
C -3.39212 4.66652 -0.62214 -0.581
C -1.49279 2.48860 -3.11621 0.510
C -2.01908 1.96890 -4.32585 -0.673
C -1.33730 0.98597 -4.97316 -1.137
C -0.10091 0.53739 -4.45317 1.416
C 0.69569 -0.43694 -5.10509 -0.847
C 1.90488 -0.79856 -4.58896 -0.896
C 2.37201 -0.19600 -3.39620 -0.155
C 1.61536 0.73321 -2.74262 -0.378
C 0.35153 1.11762 -3.25358 -0.364
N -0.37825 2.05741 -2.57862 -0.218
H -3.94430 6.71356 -0.88385 0.424
H -2.96936 6.86212 -3.15965 0.423
H -1.86401 4.89052 -4.14936 0.516
H -3.81033 4.57861 0.37200 0.426
H -2.95988 2.34890 -4.69955 0.537
H -1.72444 0.54826 -5.88553 0.462
H 0.33513 -0.87109 -6.03004 0.445
H 2.52203 -1.52499 -5.10152 0.462
H 3.34321 -0.46534 -2.99943 0.420
H 1.98612 1.20204 -1.83870 0.583
C 5.66613 0.96002 -1.13597 -1.468
C 5.22558 0.03043 -0.02920 0.690
C 6.19668 -1.09559 0.23534 -1.357
O 3.94707 -0.54547 -0.46043 0.196
P 2.71515 -0.70847 0.50143 -1.334
O 1.99647 0.56588 0.74383 -0.385
C 1.77104 -1.98480 -0.38564 -0.514
P 0.01817 -1.74695 -0.76402 -0.046
O -0.44846 -0.34481 -0.62888 0.091
O -0.18252 -2.18490 -2.25216 -0.019
C -0.17058 -3.49233 -2.90287 0.624
C -1.53443 -4.13310 -2.78702 -1.335
C 0.94224 -4.38497 -2.39545 -1.180
O -0.71238 -2.76012 0.18449 -0.371
C -2.00796 -2.43020 0.82813 1.965
C -3.12917 -2.55633 -0.17388 -1.516
C -2.14382 -3.37684 1.99569 -1.522
O 3.35150 -1.33699 1.78431 -0.172
C 2.69716 -1.77126 3.02829 0.487
C 1.25549 -2.17128 2.82147 -0.668
C 3.54723 -2.89557 3.56962 -1.576
H 6.59654 1.45392 -0.85524 0.476
H 4.91442 1.72462 -1.32895 0.329
H 5.84113 0.39775 -2.05477 0.304
H 5.04389 0.60149 0.88405 0.394
H 6.37387 -1.66013 -0.68150 0.299
H 5.81970 -1.77093 1.00146 0.224
H 7.14758 -0.68366 0.57433 0.446
H 1.87803 -2.91831 0.16525 1.056
H 2.29109 -2.09613 -1.33740 0.493
H 0.02489 -3.22659 -3.94151 0.340
H -1.71734 -4.47349 -1.76801 0.092
H -1.58235 -4.99648 -3.45122 0.565
H -2.31799 -3.43298 -3.07391 0.316
H 0.82375 -4.60091 -1.33122 0.133
H 1.92809 -3.95581 -2.57270 0.287
H 0.89316 -5.33545 -2.92690 0.529
H -1.92375 -1.40096 1.17814 -0.828
H -3.25338 -3.59033 -0.49737 0.345
H -2.96157 -1.92554 -1.04844 0.259
H -4.05572 -2.22947 0.29746 0.432
H -2.09806 -4.41351 1.65786 0.381
H -3.11015 -3.21364 2.47417 0.368
H -1.36418 -3.21113 2.73568 0.307
H 2.75452 -0.90650 3.68941 0.182
H 1.18543 -3.12439 2.29545 0.326
H 0.68272 -1.40796 2.28952 -0.440
H 0.77649 -2.27561 3.79458 0.681
H 3.52589 -3.75079 2.89141 0.331
H 3.15540 -3.21290 4.53620 0.418
H 4.58095 -2.57967 3.70305 0.400
Se -4.84294 0.84987 0.89872 -0.016
C -3.62546 1.73938 0.10887 0.123
N -2.74817 2.33884 -0.45833 0.088

***

Record 3
121
Properties=species:S:1:pos:R:3:mulliken_charge:R:1 method="wB97M-V/def2-TZVPD" molar_mass_g_mol=1230.24 total_charge=0 total_energy_ev=-189572.069 de_lowest_ev=0.000
C 1.72420 1.17796 -4.58164 0.347
C 2.90951 0.33273 -4.06097 0.260
O 3.05740 -0.78578 -5.07995 -0.402
S 1.58809 -1.11685 -5.60551 0.804
O 0.87148 -2.05182 -4.82718 -0.398
O 1.86755 -1.33122 -6.96984 -0.613
O 0.89987 0.30147 -5.37043 -0.132
H 2.09755 2.01504 -5.19699 0.327
H 1.21116 1.62201 -3.73312 -0.365
H 2.69228 -0.18439 -3.05228 -0.369
H 3.91262 0.84003 -3.94741 0.484
C -5.58042 2.39540 1.67627 0.761
C -5.51022 2.31371 0.12105 -0.327
O -6.63500 1.54605 -0.28103 -0.336
S -6.96457 0.40806 0.80378 1.049
O -6.07956 -0.69360 0.69257 -0.471
O -8.35647 0.12588 0.81327 -0.588
O -6.49950 1.29208 2.07125 -0.372
H -5.99407 3.33340 2.09218 0.230
H -4.59472 2.22374 2.20151 -0.539
H -4.55118 1.80490 -0.22744 0.181
H -5.65271 3.24660 -0.38499 0.403
C 3.44048 -3.86801 -3.33582 -0.174
C 3.50362 -4.86052 -2.19529 -0.010
O 4.65652 -4.40187 -1.47849 -0.344
S 4.95180 -2.89374 -1.65782 1.031
O 6.17373 -2.72941 -2.36690 -0.612
O 4.68136 -2.22899 -0.43798 -0.434
O 3.73478 -2.63216 -2.70282 -0.230
H 2.42957 -3.83870 -3.84878 0.195
H 4.16998 -4.09992 -4.15834 0.228
H 3.82879 -5.87293 -2.49393 0.341
H 2.57819 -4.95150 -1.54427 -0.083
C 1.93210 5.04553 -0.46702 -0.060
C 0.52383 4.65155 -0.81398 0.259
O 0.65793 3.97607 -2.10273 -0.009
S 1.81436 4.77569 -2.93378 0.935
O 1.42756 5.79520 -3.81706 -0.588
O 2.51821 3.67078 -3.48222 -0.520
O 2.56203 5.52176 -1.73936 -0.357
H 2.47957 4.11413 -0.08203 0.081
H 2.11216 5.88192 0.22592 0.340
H -0.21827 5.44720 -0.85164 0.289
H 0.16608 3.88141 -0.12664 -0.355
C -3.15281 -2.32556 2.56958 -0.411
C -2.76925 -2.02832 1.16909 0.614
O -1.97237 -0.68207 1.33266 -0.134
S -1.71912 -0.33042 2.86516 0.798
O -2.44499 0.81725 3.21889 -0.545
O -0.34946 -0.27349 3.16939 -0.523
O -2.25811 -1.73494 3.49144 -0.372
H -3.09751 -3.44315 2.77539 0.326
H -4.20053 -2.00615 2.72261 0.232
H -3.66351 -1.87638 0.69912 0.435
H -2.12576 -2.75251 0.61672 -0.545
C 0.11049 -2.23909 -1.91041 1.899
C -1.22621 -2.45498 -2.60882 0.099
O -1.92466 -3.41608 -1.77114 -0.384
S -0.93409 -4.58807 -1.43113 1.005
O -0.87642 -5.49269 -2.50692 -0.612
O -1.30042 -4.94875 -0.06907 -0.574
O 0.40099 -3.65674 -1.46596 -0.102
H -0.12131 -1.60801 -0.97254 -0.725
H 0.94991 -1.89318 -2.53733 -0.744
H -1.11106 -2.85830 -3.60728 0.394
H -1.90732 -1.57693 -2.54460 -0.074
C 2.40572 -1.02387 1.35000 0.219
C 3.55296 0.00955 1.12553 -0.468
O 2.75033 1.24608 0.99390 -0.224
S 1.44551 1.00911 0.22280 0.084
O 1.48373 1.26539 -1.18038 -0.252
O 0.39662 1.70085 0.90589 -0.091
O 1.34902 -0.60046 0.48356 -0.053
H 2.14601 -1.06012 2.41219 -0.108
H 2.69870 -2.05227 1.22245 0.272
H 4.14519 -0.23719 0.22925 0.119
H 4.17784 0.21421 1.97048 0.511
C 1.85177 1.03356 5.50424 -0.233
C 1.39839 2.23339 4.63931 0.306
O 2.51745 3.09590 4.64642 -0.360
S 3.86796 2.26342 5.10317 1.005
O 4.78530 3.09336 5.79146 -0.597
O 4.23377 1.47463 4.01444 -0.438
O 3.10400 1.39343 6.15600 -0.387
H 2.06487 0.14598 4.93569 0.204
H 1.10361 0.84798 6.28285 0.383
H 0.65209 2.78053 5.17782 0.350
H 0.97114 1.97066 3.69963 -0.247
N 2.87286 -4.56637 2.49478 -0.178
C 1.83450 -5.24630 2.08058 0.076
C 1.67893 -6.61973 2.22197 -0.596
C 2.65651 -7.31476 2.87288 -0.196
C 3.83550 -6.65292 3.20685 -0.456
C 3.84458 -5.28661 3.08984 -0.375
H 1.00162 -4.73300 1.52854 0.301
H 0.66588 -7.00521 1.88414 0.318
H 2.49398 -8.35972 3.24552 0.314
H 4.64818 -7.19398 3.67034 0.414
H 4.68659 -4.74581 3.47649 0.375
N -1.97117 5.38538 1.91490 -0.384
C -2.96057 6.20581 2.17099 -0.237
C -3.96769 6.05870 3.12241 -0.569
C -4.09168 4.78839 3.68192 -0.391
C -3.05424 3.88008 3.45430 -0.510
C -2.00438 4.18859 2.59907 -0.515
H -2.96358 7.03855 1.51876 0.456
H -4.68824 6.86688 3.14020 0.343
H -4.91218 4.59047 4.34701 0.497
H -2.98821 2.85893 3.83120 0.512
H -1.19269 3.55115 2.38625 0.909
N -3.19445 1.31021 -2.59448 -0.064
C -3.95643 0.80956 -3.59825 -0.460
C -3.48117 0.59259 -4.89063 -0.574
C -2.27151 1.13374 -5.27524 -0.556
C -1.52963 1.79998 -4.27999 -0.180
C -2.02430 1.87186 -2.97696 -1.199
H -4.87871 0.40857 -3.24448 0.456
H -4.09090 0.03190 -5.63668 0.353
H -1.91891 1.11298 -6.31316 0.444
H -0.57446 2.23587 -4.50711 0.668
H -1.45015 2.36976 -2.25564 1.088

***

Record 4
89
Properties=species:S:1:pos:R:3:lowdin_spin:R:1 method="wB97M-V/def2-TZVPD" spin_multiplicity=4 molar_mass_g_mol=716.85 total_charge=0 total_energy_ev=-78173.125 de_lowest_ev=0.000
Tc 0.10215 0.46881 0.00145 2.237
C 1.87036 4.52676 0.75564 0.003
C 1.72467 3.05332 0.50977 0.030
N 0.57011 2.50471 0.36879 -0.004
N -0.54089 3.36086 0.34691 0.013
C -1.42605 2.97416 -0.49491 0.003
S -1.28146 1.59492 -1.58026 0.038
S -2.91263 3.91334 -0.60031 0.002
C -3.17929 4.30728 1.16062 -0.001
C -2.21076 5.24434 1.82791 0.000
C -1.56721 4.83252 2.98934 0.000
C -0.67563 5.67633 3.63698 0.000
C -0.41441 6.94071 3.12580 0.000
C -1.05970 7.35811 1.96817 0.000
C -1.95673 6.51567 1.32785 0.000
C 2.93644 2.22123 0.38737 0.010
C 4.13972 2.70943 0.92484 0.002
C 5.33571 2.04423 0.77585 0.009
C 5.35788 0.86003 0.03737 0.003
C 4.19977 0.35706 -0.50930 0.007
C 2.96223 1.00682 -0.34284 0.007
O 1.90480 0.41848 -0.87599 0.082
H 0.94099 5.05020 0.56094 0.000
H 2.67077 4.93033 0.13705 0.001
H 2.13347 4.69903 1.80243 0.001
H -3.23423 3.36293 1.70303 0.000
H -4.18109 4.74331 1.13532 0.000
H -1.76848 3.83893 3.37478 0.000
H -0.18388 5.34606 4.54405 0.000
H 0.28143 7.60031 3.62898 0.000
H -0.86527 8.34429 1.56529 0.000
H -2.44638 6.83797 0.41570 0.000
H 4.12406 3.63940 1.47682 0.000
H 6.24112 2.44255 1.21192 0.001
H 6.29045 0.32778 -0.10432 0.000
H 4.19989 -0.56048 -1.08409 0.000
N 1.24487 -0.23980 1.78843 0.012
C 0.61301 -0.14336 3.12192 0.001
C -0.82634 -0.64003 3.07792 0.001
C -1.73141 0.41303 2.46585 0.009
O -2.59397 0.96348 3.12560 0.012
O -1.50618 0.69884 1.21678 0.060
H 1.42148 -1.21481 1.55902 0.002
H 2.14777 0.22984 1.79183 0.001
H 0.64170 0.90538 3.42442 0.000
H 1.19382 -0.71223 3.85088 0.000
H -1.18177 -0.85672 4.08297 0.000
H -0.87258 -1.55274 2.47679 0.000
C 1.92488 -3.44098 -0.32412 0.005
C 0.50081 -3.98477 -0.56225 0.016
C 0.59495 -5.28323 -1.37070 0.002
C -0.08082 -4.31819 0.82012 0.003
P -0.54452 -2.61678 -1.33021 0.095
N -0.29640 -1.30568 -0.52007 0.286
C -0.05153 -2.43455 -3.13067 0.016
C 1.48265 -2.46915 -3.23320 0.002
C -0.44822 -1.03614 -3.62892 0.000
C -0.63571 -3.50234 -4.06295 0.003
C -2.37537 -3.03165 -1.19143 0.013
C -2.84708 -2.69412 0.23452 0.003
C -2.76169 -4.47467 -1.52983 0.002
C -3.15888 -2.07788 -2.10883 0.002
H 2.38078 -4.00181 0.49515 0.000
H 1.91479 -2.37989 -0.06938 0.002
H 2.56564 -3.55808 -1.19380 0.000
H 1.17000 -6.01021 -0.78942 0.001
H 1.11489 -5.14664 -2.31717 0.000
H -0.37757 -5.72730 -1.57437 0.000
H 0.63126 -4.96128 1.34314 0.000
H -1.02354 -4.85734 0.76173 0.000
H -0.23195 -3.42072 1.42091 0.002
H 1.94962 -1.79317 -2.51465 0.001
H 1.75255 -2.12517 -4.23473 0.000
H 1.89227 -3.47087 -3.11546 0.000
H 0.04821 -0.26309 -3.04442 -0.001
H -1.51605 -0.84350 -3.62441 0.000
H -0.09725 -0.94329 -4.66058 0.000
H -0.46157 -4.51938 -3.71572 0.000
H -0.15210 -3.40470 -5.03904 0.001
H -1.70526 -3.37548 -4.22166 0.000
H -2.50059 -3.40073 0.98452 0.000
H -3.93958 -2.72464 0.23855 0.000
H -2.53502 -1.69005 0.52037 0.001
H -2.36448 -5.19144 -0.81238 0.000
H -2.45031 -4.77827 -2.52849 0.000
H -3.85181 -4.55440 -1.49179 0.001
H -2.90497 -1.03416 -1.91593 0.001
H -4.22155 -2.20386 -1.88756 0.000
H -3.02180 -2.29296 -3.16627 0.000